Entry 1:
Density functional theory data (ωB97M-V/def2-TZVPD) for C6H6BrO4 as an isolated structure.

Calculated values
HOMO	-3.782	eV
gap between HOMO and LUMO	0.266	Eh
strongest force on any atom	3.34	eV/Å
calculated total energy	-3107.1812	Eh
total charge	-1

Each line ends with the Löwdin charge.
Element x y z (Å)
C  2.2142  1.4434  -0.5478  -0.561
C  0.9516  -1.8672  0.2355  -0.534
C  1.5998  0.3045  -0.5625  -0.496
C  -0.6477  -0.0475  -0.1151  -0.678
C  -0.5604  0.8810  1.0717  0.000
C  -1.9857  -0.0503  -0.7949  0.005
O  1.0886  -3.0313  0.5433  0.104
O  1.9334  -1.0874  -0.2157  0.078
O  -0.3140  -1.3445  0.2470  0.086
O  0.2141  0.3971  -1.1145  -0.053
Br  3.9544  1.2327  0.1929  0.459
H  -0.5558  1.9088  0.5558  0.124
H  0.3930  0.7069  1.6780  0.119
H  -1.3802  0.9720  1.7641  0.065
H  -1.9743  -0.8701  -1.6049  0.122
H  -2.1863  0.9313  -1.1725  0.084
H  -2.7445  -0.4793  -0.1603  0.076

---

Entry 2:
Density functional theory data (ωB97M-V/def2-TZVPD) for C4H5F3O2Sn as an isolated structure.

Calculated values
HOMO	-16.607	eV
gap between HOMO and LUMO	0.107	Eh
strongest force on any atom	4.81	eV/Å
calculated total energy	-818.9395	Eh
total charge	+2

Each line ends with the Löwdin charge.
Element x y z (Å)
Sn  -3.8137  -4.7650  0.0552  1.834
C  2.2857  -0.1026  -0.5263  -0.024
C  1.4124  0.0281  0.7595  -0.208
O  0.2882  0.7831  0.5867  0.077
C  -0.8447  0.2321  0.2187  -0.276
O  -1.0338  -1.0252  0.0623  0.074
C  -1.9574  1.1842  -0.2050  -0.601
F  -1.5675  1.8908  -1.2544  0.211
F  -3.0800  0.5351  -0.4700  0.176
F  -2.1722  2.0419  0.7611  0.216
H  1.7969  -0.6033  -1.3621  0.076
H  3.1557  -0.6816  -0.2165  0.090
H  2.4672  0.8600  -1.0045  0.087
H  1.8801  0.6199  1.5464  0.147
H  1.1832  -0.9975  1.0488  0.122

---

Entry 3:
Density functional theory data (ωB97M-V/def2-TZVPD) for the molecule C5H8O.

Calculated values
HOMO	-9.593	eV
gap between HOMO and LUMO	0.389	Eh
SMILES	CC#CCOC
strongest force on any atom	0.53	eV/Å
calculated total energy	-270.4694	Eh

Each line ends with the Löwdin charge.
Element x y z (Å)
C  -2.3152  0.1438  0.4760  -0.119
O  -1.7757  -1.1331  0.2333  -0.186
C  -0.7691  -1.1183  -0.7488  -0.248
C  0.4673  -0.4226  -0.3442  -0.007
C  1.4917  0.1396  -0.0450  -0.077
C  2.7481  0.8120  0.2914  -0.108
H  -2.7311  0.5841  -0.4448  0.090
H  -3.1190  0.0161  1.2043  0.089
H  -1.5602  0.8311  0.8824  0.085
H  -0.5438  -2.1668  -0.9663  0.126
H  -1.1463  -0.6581  -1.6780  0.124
H  2.7151  1.2262  1.3041  0.077
H  3.5884  0.1128  0.2397  0.077
H  2.9498  1.6330  -0.4040  0.076

---

Entry 4:
Density functional theory data (ωB97M-V/def2-TZVPD) for a 4-piece molecular cluster, C3H11N2O3 overall.

Calculated values
spin multiplicity	2
HOMO (spin up / spin down)	-2.710 / -7.771	eV
expectation value of S²	0.76
gap between HOMO and LUMO (spin up / spin down)	0.128 / 0.308	Eh
strongest force on any atom	4.57	eV/Å
calculated total energy	-455.9947	Eh

Each line ends with the Löwdin charge.
Element x y z (Å)
C  1.9375  0.7280  1.4139  -0.124
C  1.3336  -0.4876  1.1124  -0.131
N  0.2636  -0.2966  0.2784  0.014
C  0.2270  1.0292  0.0046  -0.289
N  1.1780  1.6333  0.7614  -0.022
H  2.6491  0.9073  2.1431  0.076
H  1.7103  -1.4692  1.3167  0.093
H  -0.4996  -1.0281  -0.0464  0.139
H  -0.5337  1.5749  -0.6424  0.098
H  1.4773  2.5941  0.6655  0.130
H  -2.2522  -2.4647  -0.4854  0.037
H  -1.0110  -3.6029  -0.1875  0.050
O  -1.3461  -2.7029  -0.1982  -0.097
H  -3.3411  -0.0999  -0.6479  0.035
H  -3.6110  -0.3546  0.8898  0.078
O  -3.0409  -0.6088  0.1107  -0.102
H  2.1888  2.0000  -1.9939  0.050
H  1.4318  0.8586  -2.4004  0.076
O  1.2385  1.7899  -2.0945  -0.111

---

Entry 5:
Density functional theory data (ωB97M-V/def2-TZVPD) for a 7-piece molecular cluster, H14O7 overall.

Calculated values
HOMO	-8.262	eV
gap between HOMO and LUMO	0.316	Eh
SMILES	O.O.O.O.O.O.O
strongest force on any atom	9.64	eV/Å
calculated total energy	-534.9018	Eh

Each line ends with the Löwdin charge.
Element x y z (Å)
H  0.2717  1.0701  -0.2894  -0.030
H  -0.5194  0.1415  -1.0742  0.075
H  1.0469  3.1448  0.9771  0.120
H  2.1712  2.7038  -0.0829  0.028
H  4.1393  -0.5260  0.0878  0.093
H  3.0647  -0.7471  -1.1258  0.021
H  -0.6686  -3.9564  0.0270  -0.009
H  -2.0746  -3.4256  0.4805  0.038
H  -1.7648  -0.5149  3.1628  0.049
H  -3.0877  0.1402  3.0958  0.081
H  1.9429  3.7299  -4.6489  -0.005
H  1.6021  2.3762  -4.0772  0.100
H  -2.4535  -1.8293  1.4635  0.022
H  -3.7419  -2.5329  2.2392  0.093
O  -0.1731  1.1011  -1.1236  -0.110
O  1.2582  2.5892  0.1286  -0.083
O  3.7208  -1.2051  -0.5777  -0.114
O  -1.1478  -3.6089  0.7169  -0.026
O  -2.3972  -0.2340  2.5123  -0.102
O  2.0802  3.2713  -3.8386  -0.096
O  -3.2695  -1.6878  1.9469  -0.145

---

Entry 6:
Density functional theory data (ωB97M-V/def2-TZVPD) for C29H29CsN7O6S2 as an isolated structure.

Calculated values
HOMO	-4.692	eV
gap between HOMO and LUMO	0.247	Eh
strongest force on any atom	2.81	eV/Å
calculated total energy	-2773.8555	Eh
total charge	-1

Each line ends with the Löwdin charge.
Element x y z (Å)
Cs  -0.1538  0.5917  -0.8775  1.000
N  -0.6745  0.5909  4.0243  0.160
C  -0.3527  -0.7038  4.2635  -0.249
C  0.1196  -1.1625  5.4875  -0.065
C  0.2297  -2.5222  5.7418  -0.109
C  -0.1744  -3.5016  4.8196  -0.082
C  -0.5297  -3.0884  3.5482  -0.204
C  -0.8652  -4.0033  2.5547  -0.037
C  -1.0733  -3.6014  1.2770  -0.043
C  -0.9043  -2.2052  1.0373  -0.183
N  -0.7113  -1.2577  1.9386  0.110
C  -0.5765  -1.6951  3.2286  -0.142
H  -0.4582  1.3269  4.6624  0.082
H  -0.8937  0.9229  3.1044  0.032
H  0.3193  -0.4303  6.2712  0.105
H  0.5621  -2.8435  6.7458  0.099
H  -0.0901  -4.5917  5.0014  0.107
H  -0.9945  -5.0801  2.8216  0.127
H  -1.2515  -4.2790  0.4559  0.092
H  -1.0015  -1.9418  0.0470  -0.004
N  -1.7720  -7.6626  -5.3300  0.072
C  -1.0357  -6.6559  -4.7118  -0.314
C  0.1551  -6.1042  -5.2464  -0.035
C  0.7735  -5.0709  -4.5436  -0.062
C  0.2525  -4.4954  -3.3837  -0.246
C  -0.8203  -5.1280  -2.8150  -0.102
C  -1.4468  -6.1718  -3.4438  -0.045
S  0.7761  -3.0325  -2.3904  0.548
O  2.1532  -2.7448  -2.6344  -0.320
O  0.5146  -3.4363  -1.0274  -0.359
N  -0.2794  -1.8891  -2.6720  -0.205
C  -0.3778  -1.3824  -3.9203  -0.521
N  -1.3755  -0.4621  -4.0644  0.085
C  -1.4968  0.0564  -5.2919  -0.173
C  -0.7109  -0.2952  -6.3851  -0.098
C  0.3571  -1.1387  -6.0761  -0.169
N  0.5114  -1.6517  -4.8895  0.117
H  -1.5511  -7.9593  -6.2586  0.072
H  -2.7937  -7.6943  -5.2179  0.098
H  0.5610  -6.4824  -6.1353  0.082
H  1.7089  -4.7627  -5.0078  0.113
H  -1.2947  -4.6890  -1.9385  0.106
H  -2.2454  -6.7411  -2.8953  0.121
H  -2.3466  0.7765  -5.3919  0.109
H  -0.8706  0.2245  -7.3837  0.106
H  1.0641  -1.3696  -6.9065  0.113
C  4.1371  4.5433  -0.4986  -0.037
C  3.1246  4.7607  0.6086  -0.233
C  2.2949  5.8879  0.6573  -0.021
C  1.4164  6.0380  1.7180  -0.051
C  1.3667  5.0579  2.7378  -0.249
C  2.1315  3.9123  2.7044  -0.023
C  3.0239  3.8102  1.6336  -0.019
S  0.1554  5.2344  4.0491  0.619
O  0.7481  6.0922  5.0672  -0.318
O  -0.3032  3.9346  4.3559  -0.267
N  -1.1150  6.0588  3.4564  -0.137
C  -1.7225  5.6802  2.1573  -0.222
C  -2.3308  4.3033  2.0635  -0.103
C  -1.4047  3.3579  1.2736  -0.738
O  -0.9730  3.7354  0.1659  -0.093
O  -1.2516  2.2490  1.8372  -0.119
H  4.9531  5.2922  -0.4313  0.095
H  3.8054  4.6183  -1.4870  0.057
H  4.5547  3.5941  -0.3821  0.049
H  2.3491  6.6130  -0.0806  0.092
H  0.7444  6.8808  1.7549  0.106
H  2.0730  3.1408  3.4220  0.109
H  3.6810  2.9952  1.5646  0.094
H  -1.0343  7.0400  3.6823  0.104
H  -1.0066  5.8457  1.3685  0.080
H  -2.5026  6.4048  1.9648  0.110
H  -3.2217  4.4833  1.4414  0.118
H  -2.6288  3.8736  3.0033  0.107

---

Entry 7:
Density functional theory data (ωB97M-V/def2-TZVPD) for C21H49MnN8O10 as an isolated structure.

Calculated values
spin multiplicity	6
HOMO (spin up / spin down)	-10.356 / -10.411	eV
expectation value of S²	8.75
gap between HOMO and LUMO (spin up / spin down)	0.305 / 0.307	Eh
strongest force on any atom	5.43	eV/Å
calculated total energy	-3170.8666	Eh
total charge	+1

Each line ends with the Löwdin charge.
Element x y z (Å)
Mn  0.5618  -0.6396  0.2888  0.889
N  3.5995  -0.4400  1.4869  -0.626
O  3.4286  -1.2780  2.3278  0.003
O  4.7189  0.1037  1.3684  -0.010
O  2.6262  -0.0792  0.8430  -0.108
C  3.3539  3.3268  0.8632  -0.008
C  3.6128  4.7718  0.5602  -0.563
O  3.6680  5.5574  1.4896  0.052
N  3.5302  5.0792  -0.7573  -0.004
C  3.5091  6.4343  -1.2387  -0.073
H  3.8653  3.1982  1.8171  0.093
H  3.8678  2.6852  0.1475  0.084
H  2.2820  3.1374  0.9214  0.064
H  3.2334  4.3237  -1.3584  0.121
H  3.7730  7.1636  -0.4728  0.093
H  2.5437  6.7009  -1.6687  0.065
H  4.2824  6.5321  -2.0006  0.084
C  -1.3943  3.0184  0.7767  0.045
C  -0.2855  2.5382  -0.1162  -0.502
O  0.0366  1.3480  -0.0671  -0.043
N  0.3227  3.3679  -0.9661  0.044
C  0.0700  4.7948  -1.0871  -0.049
H  -2.3005  2.6817  0.2733  0.095
H  -1.4665  4.0923  0.9487  0.084
H  -1.3655  2.4330  1.6957  0.092
H  1.0408  3.0620  -1.6071  0.149
H  0.1175  5.2007  -0.0766  0.095
H  -0.9234  4.8968  -1.5241  0.097
H  0.8109  5.3595  -1.6531  0.071
C  -0.3973  -1.6172  4.4023  0.010
C  0.1188  -0.4466  3.5726  -0.452
O  0.0457  -0.3581  2.3263  -0.056
N  0.7166  0.4822  4.3231  0.053
C  1.5372  1.5750  3.7694  -0.028
H  -1.0602  -2.3151  3.8909  0.056
H  -1.0765  -1.3383  5.2079  0.088
H  0.3882  -2.2019  4.8812  0.093
H  0.8555  0.2891  5.3047  0.148
H  1.4684  1.5509  2.6818  0.059
H  2.5997  1.4325  3.9666  0.097
H  1.3085  2.5651  4.1637  0.090
C  -2.2557  -3.4918  -0.9031  0.037
C  -2.1261  -2.4556  0.1924  -0.543
O  -1.3065  -1.5802  -0.0050  -0.021
N  -2.9995  -2.5083  1.1463  0.058
C  -3.2995  -1.5039  2.1299  -0.048
H  -3.2845  -3.6156  -1.2414  0.083
H  -1.7906  -4.4294  -0.5987  0.093
H  -1.7703  -3.1859  -1.8299  0.084
H  -3.7152  -3.2197  1.1034  0.156
H  -2.6236  -0.6550  2.0267  0.083
H  -3.1067  -1.9101  3.1229  0.080
H  -4.2903  -1.0506  2.0998  0.084
C  0.9689  -4.3369  2.2953  0.033
C  1.6583  -3.7774  1.0605  -0.514
O  1.2861  -2.7087  0.5456  -0.028
N  2.5194  -4.5897  0.5368  0.021
C  3.4968  -4.2969  -0.4889  -0.023
H  1.4953  -4.0091  3.1917  0.093
H  0.9883  -5.4209  2.1829  0.084
H  -0.0529  -3.9576  2.2867  0.072
H  2.7727  -5.4315  1.0342  0.146
H  2.9977  -4.6043  -1.4079  0.091
H  4.3554  -4.9286  -0.2608  0.096
H  3.7775  -3.2445  -0.4483  0.094
C  -4.9516  -0.6656  -3.7008  -0.001
C  -5.5163  -1.4966  -2.6210  -0.623
O  -6.1188  -2.5189  -2.9343  0.034
N  -5.3801  -1.1796  -1.3831  0.039
C  -4.7173  0.0602  -0.9354  -0.055
H  -5.3737  0.3394  -3.6972  0.088
H  -5.3852  -0.9109  -4.6703  0.096
H  -3.8630  -0.6389  -3.7491  0.067
H  -5.6619  -1.8089  -0.6451  0.147
H  -3.6918  -0.0058  -1.2989  0.070
H  -4.7436  0.2179  0.1428  0.073
H  -5.1280  0.9878  -1.3342  0.086
C  2.4857  -1.7165  -3.4483  0.030
C  1.1328  -1.1840  -2.9576  -0.492
O  0.9323  -1.1330  -1.7382  -0.028
N  0.3178  -0.6286  -3.8191  0.047
C  -0.9225  0.0306  -3.3605  -0.027
H  2.9742  -1.1063  -4.2080  0.084
H  2.4186  -2.7192  -3.8704  0.086
H  3.1726  -1.7124  -2.6020  0.083
H  0.3837  -0.9625  -4.7701  0.153
H  -1.3314  0.5010  -4.2548  0.091
H  -0.6877  0.8344  -2.6627  0.076
H  -1.6642  -0.6594  -2.9583  0.067

---

Entry 8:
Density functional theory data (ωB97M-V/def2-TZVPD) for the molecule C4H7N2P.

Calculated values
HOMO (spin up / spin down)	-7.451 / -7.451	eV
gap between HOMO and LUMO (spin up / spin down)	0.246 / 0.246	Eh
strongest force on any atom	3.96	eV/Å
calculated total energy	-607.2744	Eh

Each line ends with the Löwdin charge.
Element x y z (Å)
C  3.0006  -0.9697  -0.0716  -0.674
C  0.7814  0.7771  0.0457  -0.138
C  -0.3360  1.6623  0.4082  -0.104
C  -0.5641  -1.1176  -0.2873  -0.042
N  1.7451  -1.3237  -0.2286  -0.086
N  0.7204  -0.5002  -0.1110  -0.272
P  3.6704  0.6513  0.1578  0.746
H  3.7849  -1.8038  0.1201  0.060
H  -0.2167  1.8950  1.5094  0.110
H  -1.2777  1.2998  0.1914  0.028
H  -0.1706  2.6371  -0.0966  0.086
H  -1.0074  -0.6784  -1.1570  0.086
H  -0.4579  -2.2813  -0.2272  0.133
H  -1.3119  -0.8754  0.4341  0.067

---

Relative energy (zero: lowest compared OMol25 entry of this formula, charge and spin): 0.725; 2.160; 2.409; 1.161; 6.042; 0.475; 0.000; 5.031 (eV)